Entry 1:
C18H48BrCl4MgNO11P3 as an isolated structure. Source: the Open Molecules 2025 dataset; level of theory: wB97M-V/def2-TZVPD.

Values from the calculation:
**Energy relative to the best compared isomer or geometry (same formula, charge and spin)**: 0.000 eV
**HOMO**: -4.933 eV
**Spin multiplicity**: 1
**M**: 793.52 g mol⁻¹
**Net charge**: -1

Last column: Mulliken charge in e.
Element x y z (Å)
C: 4.10 -0.80 5.41  -0.677
C: 2.59 -0.62 5.24  -0.519
P: 1.76 -1.52 3.86  0.147
C: 2.25 -3.25 3.59  -0.290
C: 1.77 -4.03 4.84  -1.059
P: 1.97 -0.38 2.06  0.076
Br: 0.73 -1.39 0.58  0.042
P: 3.97 -0.24 1.12  0.956
O: 4.28 1.18 1.00  -0.630
O: 3.86 -0.88 -0.33  -0.480
O: 5.03 -1.11 1.89  -0.451
H: 4.46 0.05 5.98  0.380
H: 4.39 -1.71 5.98  0.006
H: 4.64 -0.80 4.46  0.071
H: 2.32 0.44 5.17  0.503
H: 2.10 -0.97 6.15  0.277
H: 1.64 -3.62 2.76  0.375
H: 3.30 -3.41 3.37  0.383
H: 2.41 -4.88 5.05  0.305
H: 0.75 -4.36 4.70  0.342
H: 1.74 -3.37 5.70  0.163
H: 1.51 0.94 2.18  0.244
H: 4.13 -0.20 -0.96  0.336
H: 5.18 -1.96 1.46  0.336
C: -1.09 -2.58 -3.81  -0.164
C: -1.92 -2.23 -2.61  0.893
O: -1.85 -2.86 -1.58  -0.554
C: -2.83 -1.06 -2.79  -0.616
H: -0.44 -3.43 -3.60  0.296
H: -1.75 -2.82 -4.65  0.394
H: -0.47 -1.70 -4.09  -0.593
H: -3.51 -1.28 -3.62  0.056
H: -2.25 -0.16 -3.02  0.274
H: -3.41 -0.88 -1.88  0.176
O: -3.92 -2.29 -5.32  -0.789
H: -4.27 -2.97 -4.72  0.223
Mg: -0.15 -0.27 -5.31  0.191
C: -3.75 -2.46 1.35  -0.702
C: -3.84 -3.53 2.50  -0.052
O: -4.63 -3.07 3.44  -0.531
H: -3.35 -1.52 1.71  0.293
H: -3.09 -2.83 0.55  0.188
H: -4.73 -2.27 0.91  0.309
H: -2.78 -3.73 2.78  0.069
H: -4.14 -4.47 1.99  0.226
C: -5.47 -0.11 -7.25  -0.397
C: -6.07 1.34 -7.11  0.570
O: -5.93 1.86 -6.00  -0.525
O: -6.60 1.75 -8.15  -0.603
H: -5.01 -0.44 -6.32  -0.039
H: -6.26 -0.81 -7.52  0.262
H: -4.71 -0.11 -8.04  0.238
O: 2.65 -1.71 9.13  -0.361
H: 3.58 -1.51 8.90  0.410
H: 2.26 -1.03 9.74  0.371
H: 2.58 -2.62 9.48  0.409
C: -6.32 3.24 -2.98  0.152
Cl: -8.06 3.51 -3.07  -0.148
Cl: -5.60 4.22 -1.69  -0.168
Cl: -5.95 1.54 -2.75  -0.095
H: -5.88 3.54 -3.93  0.253
C: 3.43 5.17 -8.01  -1.384
C: 1.94 5.01 -8.28  0.377
C: 1.14 4.58 -7.04  -0.738
O: 1.26 3.21 -6.70  -0.323
C: 2.41 2.87 -5.94  -0.520
N: 1.76 4.08 -9.40  -0.736
H: 3.94 4.21 -7.93  0.275
H: 3.91 5.72 -8.82  0.349
H: 3.61 5.73 -7.08  0.345
H: 1.56 5.98 -8.58  0.397
H: 0.08 4.72 -7.26  0.344
H: 1.37 5.21 -6.17  0.392
H: 2.68 3.67 -5.24  0.293
H: 3.25 2.64 -6.59  0.229
H: 2.17 1.98 -5.37  0.056
H: 0.78 4.05 -9.65  0.278
H: 1.96 3.14 -9.05  0.310
Cl: 4.05 -3.43 7.18  -0.752
C: 1.17 0.24 12.89  -0.965
C: 0.52 0.79 11.60  -0.357
O: 1.22 0.43 10.49  -0.859
H: 2.19 0.63 13.01  0.240
H: 0.60 0.54 13.78  0.348
H: 1.21 -0.85 12.87  0.231
H: 0.42 1.88 11.77  0.221
H: -0.54 0.44 11.64  0.196

Entry 2:
C36H37FN8O2S2W as an isolated structure. Source: the Open Molecules 2025 dataset; level of theory: wB97M-V/def2-TZVPD.

Values from the calculation:
**Energy relative to the best compared isomer or geometry (same formula, charge and spin)**: 1.612 eV
**HOMO (spin up / spin down)**: -5.657 / -7.744 eV
**⟨S²⟩**: 2.03
**Spin multiplicity**: 3
**M**: 880.72 g mol⁻¹

Last column: Mulliken spin population.
Element x y z (Å)
W: -1.18 0.28 0.19  0.731
C: -2.44 -4.06 1.15  0.125
C: -1.79 -4.26 2.36  -0.024
C: -1.20 -3.14 2.98  0.133
C: -0.87 -1.95 2.28  0.011
N: -1.57 -1.73 1.11  0.154
C: -2.42 -2.70 0.66  -0.052
C: -0.07 -0.82 2.71  0.220
C: 0.69 -0.88 3.89  -0.037
C: 1.56 0.08 4.23  0.149
C: 1.60 1.23 3.39  0.077
C: 0.99 1.29 2.24  -0.116
N: 0.12 0.30 1.83  0.324
C: 1.05 2.55 1.43  0.038
C: 2.22 3.28 1.30  0.006
C: 2.24 4.57 0.78  0.004
C: 1.11 5.12 0.24  0.007
C: 0.00 4.26 0.25  0.014
N: -0.02 3.07 0.88  0.047
H: -2.93 -4.82 0.51  0.008
H: -1.82 -5.20 2.93  0.003
H: -0.83 -3.24 4.00  0.011
H: -2.95 -2.45 -0.28  0.003
H: 0.52 -1.75 4.47  0.009
H: 2.29 0.11 5.01  0.009
H: 2.08 2.14 3.65  0.008
H: 3.12 2.81 1.62  0.001
H: 3.20 5.09 0.56  0.000
H: 1.18 6.08 -0.30  0.000
H: -0.89 4.62 -0.26  0.003
C: 3.04 -4.66 -4.99  0.000
C: 2.81 -3.40 -4.16  0.000
C: 1.54 -3.10 -3.63  0.001
C: 1.34 -2.05 -2.74  0.003
C: 2.39 -1.20 -2.45  -0.002
C: 3.62 -1.40 -3.09  -0.002
C: 3.82 -2.52 -3.90  0.000
S: 2.18 0.21 -1.34  0.023
O: 2.51 -0.03 0.04  0.011
O: 2.98 1.21 -2.01  -0.001
N: 0.59 0.57 -1.38  -0.011
C: 0.18 1.27 -2.56  0.008
C: 0.81 1.34 -3.80  0.014
C: 0.26 2.06 -4.92  -0.008
C: -0.87 2.80 -4.76  0.011
C: -1.54 2.76 -3.49  -0.002
C: -2.74 3.47 -3.36  0.017
C: -3.34 3.47 -2.12  -0.010
C: -2.80 2.66 -1.12  0.038
N: -1.71 1.96 -1.27  0.034
C: -1.01 2.04 -2.46  -0.014
H: 2.77 -5.53 -4.42  0.000
H: 4.08 -4.70 -5.35  0.000
H: 2.46 -4.64 -5.89  0.000
H: 0.70 -3.75 -3.88  0.000
H: 0.38 -1.90 -2.36  -0.001
H: 4.47 -0.75 -2.78  0.000
H: 4.81 -2.66 -4.34  0.000
H: 1.65 0.66 -3.91  0.003
H: 0.74 2.00 -5.88  0.000
H: -1.26 3.43 -5.57  0.000
H: -3.24 3.91 -4.24  0.000
H: -4.25 4.03 -1.92  0.000
H: -3.27 2.55 -0.14  -0.001
C: -2.61 0.33 3.84  0.025
C: -3.25 0.88 2.53  -0.022
C: -3.45 2.39 2.76  0.004
C: -4.59 0.18 2.43  0.000
N: -2.47 0.70 1.33  0.015
H: -3.14 0.86 4.68  0.001
H: -1.56 0.55 3.87  -0.013
H: -2.67 -0.74 3.93  0.001
H: -3.89 2.53 3.73  0.001
H: -4.07 2.93 2.06  -0.001
H: -2.50 2.96 2.74  -0.002
H: -5.18 0.45 3.31  0.000
H: -4.54 -0.91 2.48  0.001
H: -5.11 0.51 1.51  -0.001
F: -1.70 -0.75 -1.42  0.014
N: 3.89 -2.37 1.30  0.000
C: 2.74 -3.05 1.41  -0.004
N: 2.55 -3.39 2.70  0.003
S: 1.77 -3.69 0.28  0.003
H: 4.08 -1.76 2.06  0.001
H: 3.96 -1.84 0.47  0.000
H: 3.00 -2.95 3.49  -0.003
H: 1.64 -3.80 2.88  0.001

Entry 3:
The molecule CH2N2O2S. Source: the Open Molecules 2025 dataset; level of theory: wB97M-V/def2-TZVPD.

Values from the calculation:
**Energy relative to the best compared isomer or geometry (same formula, charge and spin)**: 5.245 eV
**Structure (SMILES)**: NC(=S)[N+](=O)[O-]
**HOMO**: -9.362 eV
**Spin multiplicity**: 1
**M**: 106.11 g mol⁻¹

Last column: natural (NBO) charge in e.
Element x y z (Å)
C: -0.15 0.60 -0.03  0.113
N: 1.16 0.38 0.06  -0.781
N: -0.92 -0.93 0.02  0.514
O: -0.20 -1.88 0.22  -0.394
O: -2.09 -0.86 -0.02  -0.303
S: -1.18 1.89 0.08  0.005
H: 1.72 -0.41 -0.46  0.443
H: 1.65 1.22 0.14  0.404